# 1
95
Properties=species:S:1:pos:R:3:mulliken_charge:R:1 method="wB97M-V/def2-TZVPD" relative_energy_kcal_mol=56.73 orbital_gap_ev=1.677 e_homo_ev=-8.326 charge=+1 energy_ha=-8168.66826 lumo_energy_ev=-6.6
C 7.763 1.221 -1.612 -1.316
C 6.191 1.447 -1.499 0.431
O 5.569 1.704 -2.764 -0.302
C 4.577 2.750 -2.687 -0.591
C 3.130 2.175 -2.227 -0.114
S 2.201 1.467 -3.686 0.227
C 0.640 2.433 -3.824 -1.098
C -0.067 2.769 -2.432 -0.462
C -1.515 2.155 -2.270 1.056
S -2.118 2.479 -0.537 1.181
O -0.959 2.654 0.416 -0.682
O -2.915 1.312 -0.013 -0.670
O -3.051 3.849 -0.508 -0.407
C 1.918 -0.306 -3.241 -0.977
C 0.393 -0.765 -3.200 0.394
C -0.009 -1.019 -1.688 -0.704
Br 0.318 -2.576 -4.099 0.016
H 8.032 0.355 -2.273 0.334
H 8.211 2.173 -2.031 0.334
H 8.245 1.066 -0.599 0.362
H 6.040 2.278 -0.719 -0.268
H 5.775 0.489 -1.050 0.211
H 4.496 3.175 -3.736 0.408
H 4.948 3.595 -2.034 0.371
H 3.361 1.351 -1.475 -0.210
H 2.579 3.029 -1.740 0.823
H -0.094 1.909 -4.520 0.457
H 0.905 3.432 -4.381 0.631
H 0.552 2.511 -1.529 0.295
H -0.210 3.895 -2.414 0.335
H -2.288 2.619 -2.960 -0.638
H -1.564 1.039 -2.392 -0.393
H -3.775 3.634 0.124 0.364
H 2.504 -0.940 -3.970 0.629
H 2.361 -0.517 -2.224 0.360
H -0.336 -0.103 -3.798 -0.452
H -1.115 -0.915 -1.501 0.248
H 0.294 -2.065 -1.369 0.457
H 0.567 -0.325 -1.003 0.083
O 2.451 0.730 0.267 0.120
P 3.183 0.429 1.540 0.775
O 4.685 0.356 1.614 -0.688
F 2.636 -0.920 2.077 -0.084
F 2.747 1.539 2.575 -0.233
Ca 4.329 2.253 0.663 0.964
Cl 0.770 3.106 -6.176 -0.227
O -0.834 -4.948 5.256 -0.582
C -0.479 -3.841 4.970 0.255
O -0.119 -3.462 3.712 -0.357
C 0.355 -2.111 3.740 -0.067
C -0.245 -1.501 4.987 -0.591
C -0.316 -2.688 5.926 0.044
H 1.448 -2.127 3.770 0.078
H 0.035 -1.592 2.835 0.225
H 0.334 -0.664 5.380 0.308
H -1.255 -1.140 4.773 0.313
H 0.612 -2.817 6.487 0.129
H -1.167 -2.615 6.600 0.204
Cl -3.593 2.916 -4.614 -0.160
C -4.748 4.275 -4.739 -0.550
C -4.920 5.005 -3.428 -0.358
Cl -5.768 4.007 -2.217 -0.204
H -5.696 3.879 -5.103 0.346
H -4.352 4.955 -5.494 0.331
H -5.525 5.903 -3.579 0.378
H -3.961 5.309 -3.007 0.275
C 0.047 -3.085 11.676 -1.456
C -0.006 -1.851 10.802 0.440
C -1.032 -1.926 9.709 -0.504
O -0.469 -1.085 8.701 -0.267
C 0.882 -1.112 8.880 0.683
O 1.675 -0.682 8.098 -0.549
O 1.207 -1.694 10.063 -0.339
H 0.377 -3.955 11.104 0.362
H 0.771 -2.947 12.481 0.365
H -0.928 -3.298 12.118 0.369
H -0.145 -0.957 11.419 0.256
H -2.005 -1.550 10.026 0.371
H -1.156 -2.932 9.295 0.311
C -2.322 -5.989 -4.316 -1.057
C -3.552 -5.155 -4.660 -0.299
C -3.654 -4.832 -6.153 -0.378
C -2.461 -4.046 -6.589 0.185
N -1.533 -3.436 -6.928 -0.397
H -1.396 -5.456 -4.547 0.222
H -2.306 -6.219 -3.249 0.321
H -2.321 -6.933 -4.867 0.346
H -3.524 -4.226 -4.081 0.164
H -4.448 -5.699 -4.352 0.322
H -4.555 -4.246 -6.351 0.285
H -3.711 -5.749 -6.742 0.312
F -0.405 4.919 -7.756 -0.437
O -6.408 7.452 -2.782 -0.675
H -6.825 7.767 -1.974 0.228
Mg -1.951 -0.749 -4.373 0.450



# 2
85
Properties=species:S:1:pos:R:3:mulliken_charge:R:1 method="wB97M-V/def2-TZVPD" orbital_gap_ev=6.597 e_homo_ev=-11.389 charge=+1 energy_ha=-4814.26607 lumo_energy_ev=-4.8
C 0.586 -2.621 2.314 -0.693
C 0.280 -3.563 0.967 -0.087
O 1.325 -3.433 -0.065 -0.280
C 1.136 -4.405 -1.164 -0.637
C -0.207 -4.081 -2.049 0.567
O 0.086 -3.773 -3.489 -0.430
C -1.197 -3.237 -3.986 -0.476
C -1.164 -1.653 -4.407 -0.510
O -0.971 -0.713 -3.293 0.042
C -2.158 -0.603 -2.434 -1.383
C -1.994 0.439 -1.163 -0.103
N -0.729 0.068 -0.453 0.644
C 0.473 0.923 -0.636 -0.996
C 0.512 1.950 -1.894 0.304
C 1.491 1.338 -3.106 -1.000
C -0.933 2.496 -2.434 -0.568
C -0.791 4.113 -2.659 -0.423
C 0.439 4.509 -3.722 0.249
O 1.561 5.086 -3.267 -0.493
Br 0.155 4.049 -5.683 -0.138
C -2.204 2.017 -1.527 0.998
C -2.445 2.898 -0.148 -0.927
O -1.220 3.409 0.478 -0.267
C -1.318 3.237 1.957 0.521
C -1.453 1.779 2.722 -0.433
O -1.274 4.365 2.686 -0.534
C -3.593 2.275 -2.424 -0.642
O -4.816 2.191 -1.607 -0.346
C -5.358 0.827 -1.538 0.784
C -5.735 0.273 -0.008 -0.798
O -5.625 0.015 -2.563 -0.534
H 0.869 -3.278 3.248 0.298
H -0.373 -1.991 2.610 0.184
H 1.422 -1.826 2.030 0.064
H -0.767 -3.163 0.560 0.088
H 0.070 -4.694 1.280 0.375
H 1.039 -5.516 -0.784 0.301
H 2.072 -4.256 -1.888 0.255
H -0.979 -4.959 -1.955 0.268
H -0.646 -3.059 -1.616 -0.429
H -1.495 -3.836 -4.975 0.326
H -2.084 -3.434 -3.230 0.261
H -2.185 -1.423 -4.958 0.341
H -0.321 -1.550 -5.246 0.323
H -3.110 -0.427 -3.088 0.555
H -2.303 -1.679 -1.937 0.280
H -2.888 0.157 -0.422 -0.302
H -0.951 0.037 0.588 0.382
H -0.477 -0.931 -0.710 -0.031
H 1.417 0.201 -0.745 0.430
H 0.672 1.518 0.378 0.185
H 1.104 2.918 -1.520 0.759
H 1.192 1.742 -4.169 0.162
H 2.598 1.652 -2.802 0.332
H 1.482 0.151 -3.078 0.262
H -1.089 2.017 -3.516 0.616
H -1.745 4.642 -3.094 0.379
H -0.519 4.717 -1.666 0.241
H -3.171 2.321 0.593 0.333
H -3.066 3.857 -0.494 0.369
H -0.439 1.197 2.787 0.155
H -1.995 1.903 3.777 0.365
H -2.190 1.081 2.093 0.025
H -3.513 3.420 -2.756 0.366
H -3.616 1.662 -3.419 0.307
H -6.196 1.193 0.596 0.322
H -6.499 -0.617 -0.022 0.339
H -4.798 -0.074 0.600 0.144
C 4.010 0.629 7.134 -0.690
O 4.964 0.276 6.148 -0.286
P 4.303 -0.572 4.793 1.008
O 4.157 -1.820 5.675 -0.645
O 5.790 -0.581 4.084 -0.340
C 6.416 0.670 3.874 -0.667
O 3.641 -1.421 3.438 -0.325
C 4.002 -2.779 3.241 -0.557
H 4.505 1.231 7.899 0.253
H 3.204 1.213 6.681 0.294
H 3.602 -0.269 7.605 0.313
H 7.149 0.839 4.668 0.244
H 5.689 1.489 3.872 0.324
H 6.936 0.655 2.915 0.269
H 3.426 -3.420 3.911 0.230
H 5.074 -2.935 3.394 0.359
H 3.749 -3.054 2.214 0.178



# 3
76
Properties=species:S:1:pos:R:3:mulliken_charge:R:1 method="wB97M-V/def2-TZVPD" relative_energy_kcal_mol=0.00 orbital_gap_ev=9.440 e_homo_ev=-12.071 charge=+1 energy_ha=-1331.70933 lumo_energy_ev=-2.6
C 0.805 -0.375 4.820 -1.024
C -0.405 -0.739 4.435 -0.905
C -0.927 -0.380 3.017 1.809
C -1.739 0.898 3.181 -1.714
C -2.177 1.622 1.911 -0.953
C -1.065 2.464 1.233 0.638
C -1.523 3.914 1.008 -0.923
C -0.918 4.572 -0.251 -0.288
C -0.062 5.826 0.080 -1.204
O 0.327 -0.246 2.249 -0.302
C 0.613 -1.385 1.596 -0.446
O 1.218 -2.277 2.494 -0.497
N -0.714 -1.903 1.087 1.523
C -0.760 -3.305 0.609 -1.561
N 0.106 -3.507 -0.544 -0.243
C -0.966 -0.964 -0.090 -0.823
C -2.157 -1.357 -0.976 -0.640
C -2.613 -0.114 -1.787 -0.743
C -1.981 -0.039 -3.177 -1.452
C -0.471 0.217 -3.115 -0.158
C 0.370 -1.024 -3.422 -0.134
C 1.849 -0.691 -3.654 -1.155
C 2.791 -1.720 -3.005 -0.254
C 4.106 -1.086 -2.561 -1.234
C 4.000 -0.440 -1.160 0.366
C 3.708 1.079 -1.222 -1.095
C -1.609 -1.512 2.238 0.275
N -2.405 -2.498 2.919 -0.908
C -1.826 -3.320 3.641 0.788
O -1.279 -4.100 4.365 -0.451
H 1.346 -1.056 5.456 0.339
H 1.227 0.560 4.491 0.272
H -1.030 -1.302 5.115 0.518
H -1.111 1.578 3.746 0.658
H -2.572 0.643 3.829 0.412
H -2.632 0.983 1.155 0.414
H -2.958 2.315 2.205 0.841
H -0.111 2.416 1.748 0.535
H -0.921 2.062 0.230 -0.823
H -2.602 3.966 0.915 0.413
H -1.277 4.482 1.900 0.430
H -1.744 4.945 -0.848 0.321
H -0.377 3.876 -0.882 0.192
H -0.430 6.695 -0.448 0.301
H 0.960 5.631 -0.222 0.316
H -0.110 6.075 1.132 0.340
H 1.371 -1.204 0.840 0.294
H 1.417 -3.112 2.059 0.436
H -1.769 -3.652 0.464 0.356
H -0.379 -3.918 1.426 0.690
H -0.217 -4.348 -1.008 0.287
H 1.017 -3.772 -0.190 0.269
H -0.086 -0.945 -0.710 0.042
H -1.124 0.049 0.245 -0.038
H -2.991 -1.775 -0.422 0.612
H -1.776 -2.059 -1.710 0.496
H -3.695 -0.148 -1.846 0.464
H -2.368 0.820 -1.279 0.120
H -2.200 -0.981 -3.673 0.439
H -2.441 0.775 -3.726 0.436
H -0.155 0.977 -3.822 0.845
H -0.221 0.626 -2.136 -0.251
H 0.330 -1.740 -2.603 -0.043
H -0.097 -1.506 -4.275 0.638
H 2.107 0.322 -3.364 0.527
H 2.036 -0.776 -4.720 0.223
H 2.315 -2.218 -2.162 0.024
H 3.028 -2.494 -3.729 0.487
H 4.424 -0.351 -3.294 0.469
H 4.887 -1.839 -2.503 0.382
H 3.173 -0.947 -0.659 -0.433
H 4.897 -0.611 -0.580 0.464
H 4.201 1.610 -0.418 0.362
H 4.094 1.458 -2.161 0.365
H 2.637 1.239 -1.178 0.106
H -2.370 -0.962 1.693 0.158



# 4
79
Properties=species:S:1:pos:R:3:mulliken_charge:R:1 method="wB97M-V/def2-TZVPD" relative_energy_kcal_mol=0.00 orbital_gap_ev=5.773 e_homo_ev=-3.320 charge=-1 energy_ha=-3481.98511 lumo_energy_ev=2.5
Sc -0.516 0.375 -1.251 -1.473
Cl -1.212 -1.139 0.420 -0.539
P -0.977 -1.316 -3.205 1.626
C -2.662 -1.823 -3.762 0.460
C -0.401 0.016 -4.370 -0.077
C 0.066 -2.782 -3.501 0.494
C -3.768 -1.169 -2.918 -1.493
H -2.666 -2.905 -3.533 0.404
C -2.901 -1.641 -5.263 -1.392
H -2.799 -0.596 -5.581 0.244
H -3.929 -1.955 -5.486 0.462
H -2.230 -2.259 -5.871 0.215
H -3.551 -1.234 -1.845 0.261
H -4.718 -1.694 -3.109 0.465
H -3.911 -0.110 -3.172 0.260
H -0.540 -3.586 -3.044 0.447
C 1.403 -2.725 -2.747 -1.540
C 0.226 -3.080 -4.992 -1.470
H -0.706 -3.439 -5.438 0.260
H 0.971 -3.875 -5.114 0.471
H 0.579 -2.213 -5.559 0.267
H 1.271 -2.522 -1.675 0.200
H 2.090 -1.976 -3.154 0.205
H 1.898 -3.701 -2.840 0.531
C -1.255 1.284 -4.222 -1.340
H -0.570 -0.426 -5.363 0.879
C 1.094 0.340 -4.210 -1.409
H -2.332 1.084 -4.288 0.236
H -0.990 1.971 -5.038 0.451
H -1.059 1.816 -3.271 0.262
H 1.410 0.584 -3.179 0.144
H 1.318 1.223 -4.825 0.439
H 1.731 -0.472 -4.584 0.248
Cl -0.319 2.618 -0.576 -0.516
H -2.202 0.745 -1.612 0.152
P -1.002 0.570 3.738 0.124
C -0.397 -0.969 4.471 0.398
C -0.100 2.090 4.183 0.605
C -2.786 0.621 3.388 0.519
C 0.619 -1.610 3.498 -0.962
H -1.292 -1.619 4.505 0.355
C 0.116 -0.778 5.902 -1.568
H 1.004 -0.134 5.944 0.231
H 0.381 -1.756 6.322 0.507
H -0.669 -0.342 6.533 0.322
H 0.098 -2.157 2.703 0.187
H 1.262 -2.313 4.036 0.461
H 1.254 -0.865 3.005 0.015
H -3.018 -0.430 3.130 0.300
C -3.118 1.471 2.148 -1.194
C -3.590 0.998 4.632 -1.493
H -3.483 0.226 5.401 0.361
H -4.652 1.063 4.362 0.452
H -3.280 1.964 5.051 0.221
H -2.371 1.355 1.351 -0.015
H -3.222 2.535 2.397 0.263
H -4.076 1.124 1.735 0.456
C 1.388 1.949 3.796 -1.277
H -0.213 2.126 5.281 0.460
C -0.705 3.355 3.554 -1.491
H 1.909 1.177 4.378 0.202
H 1.907 2.901 3.972 0.543
H 1.479 1.709 2.726 0.043
H -0.688 3.276 2.457 0.206
H -0.104 4.232 3.832 0.502
H -1.732 3.546 3.889 0.269
O 3.055 0.930 -1.333 -0.565
B 1.948 0.368 -0.613 -0.412
O 2.441 0.019 0.683 1.139
C 3.761 0.334 0.712 0.773
C 4.639 0.274 1.772 -0.866
C 5.881 0.914 1.625 -0.514
C 6.239 1.504 0.411 -0.482
C 5.375 1.458 -0.693 -0.848
C 4.126 0.906 -0.506 0.393
H 4.350 -0.239 2.685 0.452
H 6.570 0.943 2.471 0.346
H 7.207 2.001 0.311 0.337
H 5.646 1.853 -1.668 0.412



# 5
94
Properties=species:S:1:pos:R:3:mulliken_charge:R:1 method="wB97M-V/def2-TZVPD" relative_energy_kcal_mol=0.00 orbital_gap_ev=9.394 e_homo_ev=-11.398 charge=+1 energy_ha=-42706.71821 lumo_energy_ev=-2.0
O -4.960 -1.677 -1.122 -0.470
C -3.784 -1.450 -1.872 -0.730
C -2.594 -2.233 -1.314 -0.059
C -1.231 -1.652 -1.618 -0.575
N -0.725 -0.697 -0.563 0.527
C -1.575 0.504 -0.477 -1.316
O -0.764 1.497 0.098 -0.417
C -1.412 2.511 0.736 0.781
F -2.241 2.034 1.673 -0.155
F -0.495 3.280 1.287 -0.237
F -2.151 3.208 -0.129 -0.257
C -0.416 -1.451 0.711 -0.504
C -1.024 -0.907 1.944 0.303
C -2.392 -1.317 2.227 -0.729
O -1.224 -1.813 2.945 -0.587
H -5.163 -2.617 -1.118 0.290
H -3.955 -1.729 -2.911 0.376
H -3.622 -0.379 -1.838 0.278
H -2.612 -3.226 -1.755 0.550
H -2.759 -2.381 -0.253 -0.050
H -1.223 -1.142 -2.573 0.458
H -0.466 -2.411 -1.608 0.226
H 0.166 -0.365 -0.947 -0.072
H -1.814 0.795 -1.494 0.756
H -2.508 0.320 0.040 0.657
H -0.733 -2.485 0.656 0.475
H 0.660 -1.422 0.853 0.097
H -0.736 0.087 2.240 0.716
H -2.794 -2.205 1.767 0.282
H -3.021 -0.660 2.802 0.182
Br 3.223 -2.737 2.097 -0.049
C 2.574 -4.121 0.880 -0.651
C 3.051 -3.936 -0.547 -0.545
Br 2.156 -2.466 -1.466 -0.109
H 1.491 -4.112 0.960 0.247
H 2.952 -5.063 1.269 0.428
H 2.824 -4.816 -1.144 0.401
H 4.111 -3.714 -0.607 0.400
Br 1.067 1.059 -3.069 -0.092
C 3.006 1.045 -2.796 -0.684
C 3.690 2.044 -3.685 -0.561
Br 3.772 1.425 -5.519 -0.124
H 3.335 0.027 -2.981 0.381
H 3.156 1.293 -1.748 0.435
H 4.723 2.174 -3.371 0.264
H 3.194 3.010 -3.700 0.422
Br -6.097 2.833 1.563 -0.142
C -6.821 2.099 3.212 -0.565
C -5.841 1.199 3.914 -0.644
Br -5.689 -0.530 3.026 -0.074
H -7.736 1.582 2.944 0.350
H -7.058 2.958 3.835 0.370
H -6.185 0.979 4.922 0.413
H -4.842 1.619 3.957 0.354
Br 3.952 -0.003 4.441 -0.167
C 3.161 -0.745 6.062 -0.303
C 4.136 -1.615 6.805 -0.629
Br 4.371 -3.342 5.941 -0.156
H 2.273 -1.285 5.754 0.365
H 2.874 0.114 6.662 0.065
H 3.758 -1.834 7.801 0.397
H 5.121 -1.166 6.880 0.388
Br 4.076 5.746 -6.378 -0.135
C 3.183 4.530 -7.606 -0.145
C 3.590 4.774 -9.034 -0.620
Br 2.748 6.363 -9.769 -0.135
H 2.117 4.657 -7.452 0.403
H 3.485 3.539 -7.282 -0.110
H 3.261 3.951 -9.665 0.356
H 4.660 4.909 -9.140 0.387
Br 0.114 0.969 5.845 -0.133
C 0.384 2.898 5.842 -0.477
C 1.849 3.241 5.789 -0.541
Br 2.725 2.931 7.495 -0.132
H -0.106 3.280 6.732 0.383
H -0.125 3.269 4.961 0.284
H 1.983 4.298 5.574 0.399
H 2.386 2.647 5.055 0.236
Br -6.753 -3.780 1.277 -0.142
C -8.469 -2.965 1.701 -0.300
C -9.184 -3.714 2.793 -0.591
Br -9.952 -5.377 2.147 -0.136
H -9.034 -2.936 0.777 0.394
H -8.236 -1.952 2.021 0.020
H -10.021 -3.127 3.163 0.378
H -8.527 -3.972 3.616 0.355
Br 7.644 1.711 -4.528 -0.131
C 8.559 0.714 -5.922 -0.574
C 7.614 -0.198 -6.656 -0.517
Br 7.149 -1.765 -5.602 -0.117
H 9.370 0.178 -5.440 0.380
H 8.967 1.461 -6.598 0.360
H 8.081 -0.581 -7.560 0.359
H 6.680 0.294 -6.906 0.261